1) {
  "formula": "C2H7N2O",
  "method": "ωB97M-V/def2-TZVPD",
  "smiles": "CN(O)C=[NH2+]",
  "total_charge": 1,
  "homo_lumo_gap_ev": 8.6,
  "homo_ev": -14.021,
  "elements": ["N", "H", "H", "N", "H", "H", "O", "H", "C", "H", "C", "H"],
  "xyz": [[-0.35, -0.80, 1.47], [0.57, 1.09, 1.81], [-0.94, -1.19, 0.84], [0.31, 0.60, -0.51], [-0.24, -1.16, 2.44], [0.70, 2.41, -0.37], [0.10, 1.87, -0.94], [-0.92, -1.09, -0.95], [-0.01, -0.53, -1.27], [0.84, -1.21, -1.36], [0.05, 0.38, 1.14], [-0.11, -0.36, -2.32]],
  "lowdin_charge": [0.20, 0.16, 0.07, -0.16, 0.19, 0.14, 0.03, 0.11, -0.07, 0.12, 0.11, 0.11]
}

---

2) {
  "formula": "C2H7N2O",
  "method": "ωB97M-V/def2-TZVPD",
  "smiles": "NC(=O)C[NH3+]",
  "total_charge": 1,
  "homo_lumo_gap_ev": 11.3,
  "homo_ev": -15.126,
  "elements": ["N", "C", "H", "H", "H", "H", "H", "C", "N", "H", "O", "H"],
  "xyz": [[-0.95, 1.51, 0.51], [-0.49, 0.24, 0.30], [1.42, 0.19, 0.86], [-0.84, 2.25, -0.15], [2.10, -1.45, -0.76], [1.10, -0.93, -1.93], [0.49, -1.68, -0.50], [1.00, 0.23, -0.15], [1.19, -1.05, -0.92], [1.41, 1.05, -0.74], [-1.03, -0.82, 0.47], [-1.61, 1.60, 1.25]],
  "lowdin_charge": [0.19, -0.52, 0.15, 0.12, 0.17, 0.18, 0.16, -0.03, 0.20, 0.14, 0.12, 0.12]
}

---

3) {
  "formula": "C2H7N2O",
  "method": "ωB97M-V/def2-TZVPD",
  "smiles": "[NH2+]=CNCO",
  "total_charge": 1,
  "homo_lumo_gap_ev": 11.7,
  "homo_ev": -15.581,
  "elements": ["H", "N", "N", "C", "C", "H", "H", "H", "O", "H", "H", "H"],
  "xyz": [[-2.15, -1.25, -0.42], [-0.01, -0.80, -0.54], [-1.42, 0.41, 0.79], [-1.27, -0.57, -0.08], [1.16, 0.24, -0.43], [-2.38, 0.45, 1.10], [2.61, 0.33, 0.68], [0.64, 1.24, -0.76], [1.63, 0.41, 0.81], [1.94, -0.05, -1.11], [0.01, -1.62, -1.15], [-0.76, 1.21, 1.10]],
  "lowdin_charge": [0.20, 0.08, 0.17, -0.12, -0.23, 0.13, 0.15, 0.16, -0.01, 0.13, 0.15, 0.19]
}

---

4) {
  "formula": "C2H7N2O",
  "method": "ωB97M-V/def2-TZVPD",
  "smiles": "O[C@H]1NC[NH2+]1",
  "total_charge": 1,
  "homo_lumo_gap_ev": 11.6,
  "homo_ev": -14.978,
  "elements": ["C", "H", "N", "H", "H", "O", "H", "N", "H", "H", "C", "H"],
  "xyz": [[0.10, -0.52, -0.78], [0.78, -2.28, -1.10], [0.53, 0.02, 0.83], [1.01, 0.11, -1.13], [-1.90, 0.00, -0.53], [-0.02, -1.82, -0.87], [1.40, 0.16, 1.16], [-0.96, 0.30, -0.71], [-0.93, 1.53, 1.14], [0.29, 2.01, 0.03], [-0.33, 1.09, 0.43], [0.04, -0.60, 1.53]],
  "lowdin_charge": [-0.34, 0.14, 0.11, 0.20, 0.15, 0.17, 0.10, 0.09, 0.11, 0.18, -0.11, 0.20]
}

---

Most stable of them? 2).